A) 16
Properties=species:S:1:pos:R:3 method="wB97M-V/def2-TZVPD" molar_mass_g_mol=97.14 spin_multiplicity=1 charge=+1 lumo_energy_ev="-4.65 / -4.65" gap_ev="7.6 / 7.6"
C -1.178 -0.441 -0.051
C 0.110 1.587 -1.304
C 0.464 -1.478 1.819
C 1.072 0.530 -0.959
C 0.556 0.014 1.754
N -0.264 0.188 -1.141
N -0.500 -0.467 1.169
H -2.125 0.146 -0.170
H -1.451 -1.423 -0.345
H -0.115 2.306 -0.573
H -0.100 2.044 -2.326
H 1.304 -1.929 1.179
H 0.253 -1.980 2.752
H 1.773 0.022 -1.528
H 0.839 1.028 1.823
H -0.638 -0.148 -2.098

***

B) 16
Properties=species:S:1:pos:R:3 method="wB97M-V/def2-TZVPD" molar_mass_g_mol=97.14 spin_multiplicity=1 charge=+1 lumo_energy_ev=-5.11 gap_ev=10.2
H -1.815 2.408 0.066
N -0.949 2.177 -0.342
C -0.625 1.016 0.053
C -1.456 -0.037 0.745
C -1.815 -1.150 -0.356
N 0.690 0.643 -0.207
C 1.727 0.115 -0.004
C 3.037 -0.352 -0.091
H -1.128 -0.340 1.732
H -2.250 0.609 0.881
H -1.056 -1.854 -0.533
H -1.768 -0.509 -1.296
H -2.871 -1.499 -0.292
H 3.307 -0.523 -1.179
H 3.165 -1.137 0.514
H 3.807 0.433 0.311

***

Least stable structure: A)